w) Computed, not measured: C2HN3OS in the gas phase, with ωB97M-V/def2-TZVPD.

The HOMO energy comes out at -11.435 eV. For the molar mass, the calculation gives 115.12 g mol⁻¹. For the LUMO energy, the calculation gives -1.64 eV. As for the spin multiplicity: 1.

Positions of all 8 atoms, in Å:
S (-0.564, -0.508, -1.061)
O (-0.602, 0.539, -2.605)
N (-3.209, -1.639, -1.266)
N (1.042, -2.915, -1.374)
N (-0.408, 0.013, 0.344)
C (0.405, -1.970, -1.331)
C (-2.148, -1.244, -1.130)
H (0.228, 0.763, 0.535)



x) Computed, not measured: C2HN3OS in the gas phase, with ωB97M-V/def2-TZVPD.

The HOMO energy comes out at -11.813 eV. For the molar mass, the calculation gives 115.12 g mol⁻¹. For the LUMO energy, the calculation gives -0.98 eV. As for the spin multiplicity: 1.

Positions of all 8 atoms, in Å:
S (-0.071, 0.207, 0.489)
O (-0.308, 1.466, 1.230)
N (2.216, 0.447, -1.303)
N (0.243, -0.954, 1.388)
N (-2.057, 0.074, -1.652)
C (1.363, 0.529, -0.553)
C (-1.287, 0.086, -0.835)
H (-0.098, -1.855, 1.236)



Least stable: w)



w) Computed, not measured: 3 unconnected molecules or ions with the total composition C5H9N3O2, with ωB97M-V/def2-TZVPD.

The HOMO energy comes out at -9.780 eV. For the molar mass, the calculation gives 143.15 g mol⁻¹. For the LUMO energy, the calculation gives 0.48 eV. As for the spin multiplicity: 1.

Positions of all 19 atoms, in Å:
O (-0.544, 0.835, 2.300)
O (1.076, 1.905, 0.344)
N (0.882, -0.208, -1.742)
N (1.205, -0.600, 1.311)
N (-1.981, 2.032, -2.343)
C (0.500, 0.857, 0.526)
C (0.387, -1.384, 0.381)
C (0.072, -0.181, -0.549)
C (-1.421, -0.084, -0.899)
C (-1.745, 1.112, -1.685)
H (2.186, -0.811, 1.461)
H (-0.500, -1.778, 0.894)
H (-0.285, 1.450, 2.996)
H (0.316, -0.232, 2.409)
H (0.817, 0.670, -2.252)
H (-1.700, -0.969, -1.489)
H (1.862, -0.350, -1.513)
H (0.910, -2.185, -0.160)
H (-2.037, -0.079, 0.010)



x) Computed, not measured: 2 unconnected molecules or ions with the total composition C5H9N3O2, with ωB97M-V/def2-TZVPD.

The HOMO energy (alpha / beta) comes out at -7.732 / -7.732 eV. For the molar mass, the calculation gives 143.15 g mol⁻¹. For the LUMO energy (alpha / beta), the calculation gives 0.71 / 0.70 eV. As for the spin multiplicity: 1.

Positions of all 19 atoms, in Å:
O (-0.792, -1.280, 2.611)
O (0.542, -0.360, 1.214)
N (0.246, -1.256, 1.987)
N (-1.805, 0.378, -0.425)
N (-0.024, 1.087, -1.383)
C (1.156, -2.403, 2.208)
C (1.371, 0.759, -1.819)
C (-0.521, -0.016, -0.782)
C (-2.046, 1.654, -0.782)
C (-0.902, 2.140, -1.366)
H (1.403, 0.022, -2.555)
H (0.898, -3.353, 1.864)
H (-0.618, 3.156, -1.806)
H (1.118, -2.535, 3.202)
H (2.015, -2.176, 1.643)
H (1.820, 0.531, -0.875)
H (-3.069, 2.066, -0.638)
H (1.775, 1.641, -2.366)
H (-2.568, -0.056, 0.066)



Least stable: x)



w) Computed, not measured: 2 unconnected molecules or ions with the total composition C3H3N3O, with ωB97M-V/def2-TZVPD.

The HOMO energy comes out at -8.238 eV. For the molar mass, the calculation gives 97.08 g mol⁻¹. For the LUMO energy, the calculation gives 0.56 eV. As for the spin multiplicity: 1.

Positions of all 10 atoms, in Å:
O (-0.405, 0.619, 2.790)
N (1.119, 0.799, -0.561)
N (1.753, 0.925, -1.564)
N (-0.988, -2.097, -0.334)
C (-0.752, -0.898, -0.449)
C (-0.424, 0.371, -0.445)
C (0.335, 0.799, 1.951)
H (-0.896, -2.636, -1.194)
H (1.442, 0.985, 0.410)
H (-1.183, 1.131, -0.604)



x) Computed, not measured: C3H3N3O in the gas phase, with ωB97M-V/def2-TZVPD.

The HOMO energy comes out at -9.828 eV. For the molar mass, the calculation gives 97.08 g mol⁻¹. For the LUMO energy, the calculation gives 0.03 eV. As for the spin multiplicity: 1.

Positions of all 10 atoms, in Å:
O (0.191, 1.349, 0.073)
N (-0.981, -0.361, 1.209)
N (1.288, -0.310, 0.781)
N (-1.151, -0.875, -0.150)
C (-0.200, -0.653, -0.962)
C (0.210, 0.366, 1.075)
C (0.989, 0.296, -0.508)
H (-1.815, 0.181, 1.409)
H (-0.256, -1.070, -1.961)
H (1.762, 0.576, -1.228)



Least stable: x)



w) Computed, not measured: C3H3N3O in the gas phase, with ωB97M-V/def2-TZVPD.

The HOMO energy comes out at -9.446 eV. For the molar mass, the calculation gives 97.08 g mol⁻¹. For the LUMO energy, the calculation gives -0.66 eV. As for the spin multiplicity: 1.

Positions of all 10 atoms, in Å:
O (-2.954, 0.148, -0.095)
N (-2.162, -0.836, -0.098)
N (1.157, 0.522, -0.174)
N (0.102, -1.345, -0.019)
C (-0.851, -0.320, 0.088)
C (1.257, -0.836, -0.059)
C (-0.142, 0.866, 0.025)
H (2.344, -1.221, 0.208)
H (-0.664, 1.858, 0.411)
H (1.913, 1.163, -0.285)



x) Computed, not measured: C3H3N3O in the gas phase, with ωB97M-V/def2-TZVPD.

The HOMO energy comes out at -9.598 eV. For the molar mass, the calculation gives 97.08 g mol⁻¹. For the LUMO energy, the calculation gives -0.60 eV. As for the spin multiplicity: 1.

Positions of all 10 atoms, in Å:
O (0.509, 0.912, -0.103)
N (2.380, -0.386, 0.122)
N (-0.948, -1.432, -0.041)
N (0.253, -1.692, 0.060)
C (1.101, -0.423, -0.082)
C (-0.790, 0.954, 0.167)
C (-1.540, -0.095, 0.051)
H (-2.562, -0.500, -0.098)
H (2.712, 0.640, -0.104)
H (-1.116, 2.022, 0.028)



Least stable: x)



w) Computed, not measured: C3H3N3O in the gas phase, with ωB97M-V/def2-TZVPD.

The HOMO energy (alpha / beta) comes out at -9.805 / -9.805 eV. For the molar mass, the calculation gives 97.08 g mol⁻¹. For the LUMO energy (alpha / beta), the calculation gives -1.01 / -1.01 eV. As for the spin multiplicity: 1.

Positions of all 10 atoms, in Å:
O (1.540, -0.543, 0.591)
N (-0.967, -0.127, 0.876)
N (0.086, -0.892, -1.042)
N (-0.584, 1.155, 0.501)
C (-0.962, -0.923, -0.273)
C (0.970, -0.050, -0.458)
C (0.439, 1.316, -0.263)
H (0.465, -0.608, 1.109)
H (-1.783, -1.616, -0.458)
H (0.795, 2.287, -0.583)



x) Computed, not measured: 2 unconnected molecules or ions with the total composition C3H3N3O, with ωB97M-V/def2-TZVPD.

The HOMO energy comes out at -9.409 eV. For the molar mass, the calculation gives 97.08 g mol⁻¹. For the LUMO energy, the calculation gives 0.29 eV. As for the spin multiplicity: 1.

Positions of all 10 atoms, in Å:
O (-1.915, -0.004, 1.436)
N (-0.547, 2.273, -0.680)
N (2.186, -0.210, 0.253)
N (0.487, 1.896, -0.712)
C (-1.461, -0.499, 0.430)
C (-0.146, -1.068, 0.087)
C (1.007, -0.443, 0.088)
H (-0.085, -2.108, -0.199)
H (2.612, 0.531, -0.283)
H (-2.137, -0.368, -0.419)



Least stable: w)



w) Computed, not measured: C3H3N3O in the gas phase, with ωB97M-V/def2-TZVPD.

The HOMO energy comes out at -9.941 eV. For the molar mass, the calculation gives 97.08 g mol⁻¹. For the LUMO energy, the calculation gives -0.49 eV. As for the spin multiplicity: 1.

Positions of all 10 atoms, in Å:
O (2.308, -1.122, -0.111)
N (-0.099, 1.400, 0.125)
N (0.017, -1.417, 0.038)
N (1.023, 0.708, 0.320)
C (1.200, -0.663, 0.067)
C (-1.151, 0.688, -0.134)
C (-1.085, -0.757, -0.117)
H (-2.067, 1.227, -0.366)
H (-2.012, -1.332, -0.217)
H (1.867, 1.268, 0.397)



x) Computed, not measured: 2 unconnected molecules or ions with the total composition C3H3N3O, with ωB97M-V/def2-TZVPD.

The HOMO energy comes out at -9.332 eV. For the molar mass, the calculation gives 97.08 g mol⁻¹. For the LUMO energy, the calculation gives 0.47 eV. As for the spin multiplicity: 1.

Positions of all 10 atoms, in Å:
O (0.686, -0.177, -0.098)
N (-2.395, -0.934, 0.031)
N (-2.818, 0.191, -0.169)
N (-1.843, 2.413, 0.102)
C (-2.243, 1.339, -0.015)
C (1.148, 0.926, -0.125)
C (-2.169, -2.076, -0.008)
H (-2.009, -3.063, 0.300)
H (2.232, 1.116, -0.044)
H (0.516, 1.822, -0.234)



Least stable: x)